[1]
DFT (ωB97M-V with the def2-TZVPD basis set) results for C24H51IO2Sb as an isolated structure.

Results
E_HOMO, eV: -4.053
ΔE to the lowest compared entry with this formula, charge and spin, kcal/mol: 0.0
DFT total energy, hartree: -1633.418100
Orbital gap, eV: 6.758

Geometry as ORCA input:
```
! wB97M-V def2-TZVPD RIJCOSX def2/J DEFGRID3
* xyz -1 1
C -1.216 2.241 0.952
C -0.187 2.062 0.120
C 0.455 0.753 -0.127
Sb 2.677 0.556 0.170
I 2.561 2.852 2.096
C 2.777 -1.080 -1.310
C 3.459 -2.382 -0.897
C 3.072 -3.562 -1.801
C 2.966 2.106 -1.406
C 2.244 1.938 -2.734
O 0.982 2.623 -2.751
C 4.871 0.402 0.460
C 5.497 0.841 1.786
C 6.055 2.281 1.814
O 5.813 3.029 0.633
C 2.410 -0.747 1.939
C 1.123 -1.547 2.159
C 0.657 -2.515 1.073
C -0.704 -3.156 1.410
C -1.941 -2.299 1.139
C -2.129 -1.878 -0.328
C -3.423 -2.378 -0.998
C -3.962 -1.351 -1.990
C -4.439 -0.008 -1.386
C -4.844 -0.017 0.093
C -5.941 1.004 0.409
C -5.649 2.418 -0.093
C -6.372 3.474 0.740
H -1.700 1.397 1.428
H -1.543 3.235 1.232
H 0.189 2.919 -0.426
H 0.331 0.449 -1.173
H -0.061 0.024 0.491
H 1.779 -1.271 -1.715
H 3.355 -0.655 -2.138
H 3.229 -2.665 0.128
H 4.537 -2.244 -0.999
H 3.582 -3.517 -2.763
H 3.308 -4.519 -1.327
H 1.993 -3.565 -1.971
H 2.653 3.067 -0.992
H 4.038 2.194 -1.593
H 2.095 0.890 -3.005
H 2.846 2.381 -3.535
H 0.287 1.987 -2.928
H 5.081 -0.665 0.349
H 5.364 0.897 -0.376
H 4.810 0.701 2.623
H 6.335 0.162 1.990
H 5.603 2.804 2.660
H 7.133 2.285 1.981
H 4.925 3.399 0.730
H 2.530 -0.078 2.792
H 3.273 -1.419 1.977
H 0.310 -0.854 2.400
H 1.252 -2.156 3.064
H 0.589 -2.037 0.097
H 1.372 -3.335 0.969
H -0.802 -4.093 0.851
H -0.668 -3.432 2.469
H -2.817 -2.888 1.426
H -1.938 -1.435 1.808
H -1.282 -2.210 -0.931
H -2.123 -0.789 -0.391
H -3.203 -3.292 -1.558
H -4.163 -2.667 -0.251
H -3.138 -1.128 -2.675
H -4.747 -1.794 -2.607
H -5.312 0.320 -1.960
H -3.671 0.749 -1.547
H -5.207 -1.002 0.382
H -3.982 0.249 0.706
H -6.079 1.030 1.494
H -6.881 0.638 -0.019
H -6.021 2.504 -1.117
H -4.574 2.603 -0.105
H -7.414 3.173 0.879
H -5.930 3.540 1.735
H -6.354 4.455 0.268
*
```

Mulliken atomic charge list, values in e, 5 entries: -1.0062 -0.1239 0.7374 0.0460 -0.3220



[2]
DFT (ωB97M-V with the def2-TZVPD basis set) results for a 4-piece molecular cluster, C24H53B2FN6O13P overall.

Results
E_HOMO, eV: -10.768
ΔE to the lowest compared entry with this formula, charge and spin, kcal/mol: 0.0
DFT total energy, hartree: -2743.697029
Orbital gap, eV: 7.849

Geometry as ORCA input:
```
! wB97M-V def2-TZVPD RIJCOSX def2/J DEFGRID3
* xyz 1 1
C 0.113 6.096 -2.194
C -0.003 4.575 -2.107
C 1.007 4.032 -1.091
O 1.709 2.896 -1.540
C 1.040 1.671 -1.571
C 0.980 0.869 -0.238
C 2.308 1.201 0.486
C 3.635 1.070 -0.229
N 4.568 0.283 0.123
C -0.160 1.399 0.674
B -1.479 2.027 0.003
O -2.393 1.377 -0.783
O -1.746 3.351 0.304
N -0.349 0.577 1.930
C -0.976 1.446 3.000
C 0.150 1.988 3.913
C -2.156 0.971 3.861
C -3.424 1.824 3.641
C -0.749 -0.838 1.713
C -0.743 -1.677 3.045
C 0.152 -1.256 4.194
O 1.289 -0.867 4.106
O -0.445 -1.445 5.412
B -2.297 -1.011 1.314
N -2.987 -2.257 1.147
O -3.050 0.145 1.368
C 0.317 -1.466 0.753
O 1.539 -1.475 1.465
C -0.015 -2.923 0.342
O -0.907 -3.244 -0.395
N 0.933 -3.939 0.803
C 0.365 -4.760 1.798
O -0.697 -5.310 1.810
F 1.165 -4.862 2.895
C 0.708 -0.645 -0.555
C -0.405 -0.798 -1.627
C -0.010 -0.960 -3.081
N -0.510 -1.823 -3.866
P 2.328 -1.602 -1.156
N 2.892 -0.741 -2.507
O 1.686 -2.966 -1.845
H -0.491 6.501 -2.996
H -0.159 6.562 -1.253
H 1.145 6.368 -2.402
H 0.241 4.159 -3.079
H -1.023 4.360 -1.813
H 0.564 3.923 -0.102
H 1.758 4.805 -0.962
H 0.082 1.753 -2.094
H 1.649 1.047 -2.212
H 2.434 0.684 1.435
H 2.272 2.253 0.772
H 3.833 1.675 -1.104
H 4.296 -0.279 0.929
H 0.290 2.278 1.128
H -2.674 1.945 -1.511
H -2.644 3.454 0.626
H 0.615 0.469 2.274
H -1.307 2.385 2.580
H 0.327 1.363 4.779
H -0.162 2.952 4.300
H 1.064 2.177 3.355
H -1.908 1.114 4.909
H -2.486 -0.054 3.773
H -3.468 2.178 2.617
H -3.436 2.690 4.292
H -4.307 1.222 3.801
H -0.474 -2.712 2.838
H -1.734 -1.786 3.463
H -0.798 -0.615 5.747
H -3.389 -2.423 0.236
H -2.505 -3.089 1.452
H -3.706 0.136 0.664
H 1.557 -2.100 2.194
H 1.158 -4.513 -0.007
H -1.093 -1.605 -1.425
H -1.055 0.073 -1.681
H 0.706 -0.280 -3.526
H -1.179 -2.421 -3.381
H 2.514 -0.998 -3.410
H 3.901 -0.735 -2.512
H 1.511 -2.868 -2.787
C 2.158 -8.215 0.649
O 0.795 -7.852 0.432
H 2.400 -9.010 -0.050
H 2.828 -7.369 0.468
H 2.308 -8.581 1.668
H 0.575 -7.144 1.039
C 4.768 0.926 -5.070
O 3.946 -0.112 -5.612
H 4.497 1.054 -4.025
H 5.823 0.653 -5.134
H 4.600 1.866 -5.599
H 4.196 -0.221 -6.532
C -5.870 1.601 -2.679
O -4.765 2.272 -3.289
H -5.474 0.916 -1.934
H -6.530 2.320 -2.188
H -6.435 1.034 -3.421
H -5.125 2.878 -3.940
*
```

Mulliken atomic charge list, values in e, 5 entries: -1.5678 0.0109 -0.0169 -0.2546 -2.1929



[3]
DFT (ωB97M-V with the def2-TZVPD basis set) results for a 3-piece molecular cluster, C24H53Cl2FN8O3P2 overall.

Results
Structure (SMILES): C#C[C@@]1(F)NC(=O)[C@](Cl)(CC)[C@]1(CN)C[C@H](C)Cl.CN(C)P(=O)(N(C)C)N(C)C.CN(C)P(=O)(N(C)C)N(C)C
E_HOMO, eV: -7.837
DFT total energy, hartree: -3312.855044
Orbital gap, eV: 8.316

Geometry as ORCA input:
```
! wB97M-V def2-TZVPD RIJCOSX def2/J DEFGRID3
* xyz 0 1
C 3.474 -0.332 -1.989
C 2.959 0.731 -1.764
C 2.432 2.076 -1.465
F 2.587 2.758 -2.678
N 0.991 1.958 -1.279
C 0.610 2.730 -0.194
O -0.373 3.393 -0.061
C 1.788 2.546 0.767
Cl 1.637 0.754 1.163
C 1.698 3.222 2.123
C 0.645 2.636 3.089
C 2.994 2.847 -0.166
C 4.274 2.156 0.318
N 5.412 2.251 -0.582
C 3.108 4.286 -0.721
C 3.444 5.483 0.199
C 4.330 5.254 1.409
Cl 1.936 6.373 0.634
H 3.979 -1.228 -2.251
H 0.439 2.040 -2.122
H 1.471 4.282 2.048
H 2.657 3.106 2.630
H 1.056 1.858 3.722
H -0.266 2.338 2.579
H 0.358 3.451 3.757
H 4.590 2.577 1.273
H 4.085 1.108 0.523
H 5.395 1.556 -1.311
H 5.567 3.176 -0.950
H 2.157 4.535 -1.185
H 3.874 4.276 -1.492
H 3.972 6.195 -0.431
H 3.819 4.867 2.283
H 4.751 6.217 1.699
H 5.187 4.648 1.116
O -4.474 1.417 -5.605
P -3.534 0.603 -4.788
N -2.092 0.760 -5.724
C -1.105 -0.223 -6.107
C -1.622 2.123 -5.914
N -4.334 -0.915 -4.906
C -3.727 -2.228 -5.102
C -5.659 -0.886 -5.534
N -2.841 0.275 -3.256
C -2.732 1.455 -2.395
C -1.778 -0.658 -2.960
H -0.198 -0.186 -5.484
H -0.788 -0.046 -7.141
H -1.489 -1.237 -6.082
H -1.090 2.510 -5.032
H -2.456 2.793 -6.125
H -0.943 2.180 -6.766
H -2.970 -2.243 -5.889
H -4.484 -2.949 -5.404
H -3.319 -2.635 -4.175
H -5.602 -0.881 -6.629
H -6.230 -0.020 -5.219
H -6.226 -1.765 -5.221
H -1.883 2.093 -2.682
H -2.595 1.167 -1.351
H -3.639 2.062 -2.446
H -0.795 -0.166 -2.924
H -1.702 -1.484 -3.658
H -1.966 -1.092 -1.974
O -0.540 -1.367 4.760
P -0.776 -2.823 4.562
N 0.700 -3.464 5.185
C 1.563 -4.506 4.679
C 0.982 -3.132 6.572
N -0.922 -2.833 2.849
C -0.373 -3.810 1.913
C -0.969 -1.514 2.211
N -1.799 -4.181 4.794
C -2.603 -4.109 6.018
C -1.503 -5.556 4.468
H 1.423 -5.468 5.195
H 2.611 -4.219 4.819
H 1.440 -4.675 3.614
H 0.415 -3.758 7.276
H 0.739 -2.089 6.777
H 2.044 -3.261 6.790
H 0.670 -4.062 2.111
H -0.397 -3.411 0.901
H -0.980 -4.717 1.862
H 0.028 -1.081 2.087
H -1.574 -0.818 2.782
H -1.438 -1.588 1.228
H -2.018 -4.359 6.914
H -3.447 -4.800 5.965
H -3.014 -3.106 6.152
H -1.123 -6.112 5.336
H -0.785 -5.679 3.665
H -2.429 -6.039 4.143
*
```

Mulliken atomic charge list, values in e, 5 entries: -0.0137 -1.9304 1.8587 -0.4441 0.2040



[4]
DFT (ωB97M-V with the def2-TZVPD basis set) results for C24H53FO22S2Si2 as an isolated structure.

Results
E_HOMO, eV: -8.552
DFT total energy, hartree: -4076.877291
Orbital gap, eV: 8.885

Geometry as ORCA input:
```
! wB97M-V def2-TZVPD RIJCOSX def2/J DEFGRID3
* xyz 0 1
C 3.913 -3.045 -0.098
C 4.687 -4.244 -0.945
S 4.722 -3.825 -2.770
C 6.352 -3.067 -3.292
Si 6.297 -1.180 -3.670
F 7.683 -0.458 -2.770
O 4.860 -0.343 -3.110
Si 3.536 -0.426 -4.260
S 4.100 -0.246 -6.335
H 4.451 -2.824 0.930
H 2.802 -3.390 0.171
H 3.791 -2.048 -0.738
H 4.034 -5.222 -0.787
H 5.755 -4.512 -0.486
H 6.681 -3.609 -4.298
H 7.213 -3.274 -2.502
H 6.619 -0.930 -5.097
H 2.790 -1.683 -4.039
H 2.607 0.670 -3.929
H 4.375 -1.513 -6.922
C 1.043 0.720 -0.945
O -0.273 1.237 -0.764
C -0.941 1.482 -1.920
O -0.512 1.299 -3.048
O -2.168 1.967 -1.603
C -2.988 2.271 -2.729
H 1.483 0.562 0.044
H 1.012 -0.242 -1.466
H 1.668 1.436 -1.489
H -3.180 1.371 -3.322
H -2.524 3.049 -3.345
H -3.944 2.650 -2.359
C 8.849 -7.061 2.342
O 8.203 -8.289 2.012
C 7.054 -8.142 1.305
O 6.560 -7.083 0.950
O 6.549 -9.378 1.062
C 5.331 -9.379 0.321
H 9.756 -7.297 2.906
H 9.139 -6.521 1.435
H 8.203 -6.442 2.973
H 5.480 -8.932 -0.667
H 4.544 -8.852 0.871
H 5.018 -10.418 0.185
C -4.404 -3.251 1.260
O -4.862 -1.927 1.523
C -3.932 -0.962 1.313
O -2.785 -1.141 0.933
O -4.498 0.238 1.599
C -3.628 1.354 1.422
H -5.228 -3.941 1.461
H -4.114 -3.358 0.210
H -3.570 -3.510 1.921
H -3.307 1.432 0.378
H -2.764 1.280 2.090
H -4.184 2.260 1.679
C -9.664 -3.326 -2.620
O -9.091 -2.143 -2.068
C -8.698 -2.264 -0.774
O -8.796 -3.268 -0.086
O -8.177 -1.075 -0.380
C -7.718 -1.055 0.971
H -9.941 -3.115 -3.657
H -8.936 -4.144 -2.619
H -10.568 -3.610 -2.073
H -6.912 -1.782 1.116
H -8.545 -1.247 1.662
H -7.322 -0.057 1.178
C 4.657 2.620 3.644
O 3.340 3.137 3.825
C 2.673 3.382 2.669
O 3.102 3.199 1.540
O 1.446 3.867 2.986
C 0.626 4.171 1.859
H 5.097 2.462 4.633
H 4.626 1.658 3.123
H 5.282 3.336 3.100
H 0.434 3.271 1.267
H 1.090 4.950 1.244
H -0.330 4.550 2.230
C 0.688 3.904 5.511
O 0.277 2.902 6.439
C -1.006 3.027 6.863
O -1.793 3.895 6.521
O -1.262 2.017 7.733
C -2.585 2.022 8.265
H 1.729 3.707 5.240
H 0.081 3.860 4.601
H 0.634 4.898 5.967
H -3.323 1.903 7.465
H -2.770 2.940 8.831
H -2.678 1.173 8.947
C -1.130 6.279 -5.081
O -1.975 7.406 -5.308
C -3.255 7.236 -4.892
O -3.711 6.235 -4.363
O -3.941 8.375 -5.166
C -5.314 8.340 -4.780
H -0.132 6.525 -5.452
H -1.056 6.061 -4.011
H -1.496 5.406 -5.631
H -5.407 8.205 -3.698
H -5.847 7.550 -5.318
H -5.764 9.301 -5.047
*
```

Mulliken atomic charge list, values in e, 5 entries: -0.6869 -0.2901 -0.1165 -0.5890 0.5238



[5]
DFT (ωB97M-V with the def2-TZVPD basis set) results for C24H53MnN6O6 as an isolated structure.

Results
E_HOMO (alpha / beta), eV: -7.617 / -7.614
ΔE to the lowest compared entry with this formula, charge and spin, kcal/mol: 79.4
DFT total energy, hartree: -2877.066187
Orbital gap (alpha / beta), eV: 5.641 / 5.637
<S²>: 8.7531

Geometry as ORCA input:
```
! wB97M-V def2-TZVPD RIJCOSX def2/J DEFGRID3
* xyz 1 6
Mn -0.538 -0.211 0.512
C 1.367 -1.814 -3.971
C 2.399 -1.541 -2.822
C 3.711 -1.358 -3.569
C 3.912 -0.040 -4.260
C 3.666 1.118 -3.311
C 2.247 1.057 -2.549
N 1.996 -0.326 -1.940
O 0.706 -0.514 -1.241
C 1.182 1.469 -3.594
C 2.389 2.176 -1.485
C 2.619 -2.748 -1.831
H 0.309 -1.686 -3.743
H 1.295 -2.827 -4.367
H 1.541 -1.197 -4.852
H 3.915 -2.208 -4.220
H 4.551 -1.482 -2.884
H 3.342 0.129 -5.174
H 4.936 -0.140 -4.619
H 3.628 2.048 -3.877
H 4.469 1.028 -2.580
H 0.186 1.514 -3.155
H 0.976 0.785 -4.418
H 1.307 2.384 -4.173
H 3.243 1.963 -0.841
H 1.585 2.209 -0.751
H 2.607 3.198 -1.796
H 2.686 -3.718 -2.325
H 1.908 -2.907 -1.021
H 3.561 -2.636 -1.295
C 2.924 -1.551 1.915
C 2.351 -0.132 1.960
O 1.225 0.088 1.511
N 3.114 0.838 2.452
C 2.870 2.250 2.514
H 3.017 -1.942 2.929
H 3.987 -1.598 1.681
H 2.263 -2.163 1.302
H 3.761 0.486 3.144
H 1.889 2.516 2.908
H 2.893 2.693 1.519
H 3.701 2.728 3.032
C -0.934 4.072 -0.654
C -1.838 2.859 -0.546
O -1.322 1.752 -0.328
N -3.153 3.078 -0.695
C -4.181 2.093 -0.418
H -1.389 4.884 -0.087
H -0.835 4.242 -1.727
H -0.009 3.812 -0.139
H -3.403 4.015 -0.979
H -4.882 2.511 0.304
H -3.700 1.403 0.275
H -4.656 1.521 -1.214
C -0.220 -4.277 1.878
C -0.594 -2.884 2.465
O -0.520 -1.872 1.772
N -0.839 -2.868 3.803
C -0.880 -1.730 4.757
H -1.113 -4.652 1.378
H -0.060 -4.936 2.731
H 0.733 -4.220 1.352
H -0.785 -3.794 4.203
H -0.675 -0.786 4.253
H -0.168 -1.808 5.579
H -1.903 -1.771 5.132
C -4.029 -2.710 -0.045
C -3.260 -1.677 -0.698
O -2.220 -1.193 -0.197
N -3.763 -1.218 -1.877
C -3.214 -0.212 -2.766
H -4.396 -2.391 0.931
H -3.366 -3.524 0.248
H -4.953 -3.044 -0.517
H -4.297 -1.962 -2.303
H -2.911 0.565 -2.065
H -3.914 0.154 -3.516
H -2.318 -0.600 -3.252
C -3.689 0.558 3.188
C -2.368 1.223 2.962
O -1.646 0.801 2.032
N -1.950 2.118 3.852
C -0.625 2.754 3.922
H -3.486 -0.505 3.317
H -4.282 0.599 2.273
H -4.329 0.828 4.028
H -2.553 2.228 4.655
H -0.399 3.408 3.079
H 0.098 1.950 4.063
H -0.502 3.267 4.876
*
```

Mulliken atomic charge list, values in e, 5 entries: 1.1332 -1.2999 1.8250 -1.5902 -0.6530